The following is a DFT calculation (wB97M-V/def2-TZVPD) of a molecular structure, C33H44Cl2N7O8P2Tl.

Geometry as XYZ:
```
97
C33H44Cl2N7O8P2Tl (wB97M-V/def2-TZVPD)
Tl -0.194 -0.798 -1.749
C -1.473 5.063 -0.685
N -1.474 3.690 -1.146
C -0.567 3.543 -2.272
P -1.078 2.486 0.126
O -1.443 1.185 -0.639
O 0.603 1.610 4.020
P 1.168 0.454 3.308
O 0.154 -0.332 2.301
N 2.389 0.735 2.234
C 2.223 0.876 0.788
C 3.479 1.534 2.769
N 1.777 -0.647 4.386
C 2.248 -1.932 3.902
C 1.246 -0.676 5.739
N -2.422 2.848 1.152
C -3.763 2.601 0.695
C -2.247 2.747 2.582
H -1.844 5.725 -1.477
H -0.466 5.421 -0.404
H -2.122 5.159 0.186
H -0.932 4.116 -3.133
H -0.483 2.496 -2.561
H 0.448 3.906 -2.033
H 1.359 0.317 0.451
H 3.113 0.494 0.280
H 2.070 1.918 0.498
H 3.605 1.343 3.835
H 3.298 2.606 2.629
H 4.407 1.267 2.257
H 2.714 -1.812 2.927
H 1.434 -2.660 3.809
H 2.994 -2.330 4.596
H 0.883 0.315 6.000
H 2.046 -0.965 6.429
H 0.416 -1.382 5.831
H -3.771 2.567 -0.392
H -4.456 3.387 1.034
H -4.159 1.638 1.054
H -1.188 2.777 2.833
H -2.649 1.805 2.989
H -2.759 3.569 3.103
Cl -2.858 -6.232 -0.967
C -1.218 -5.877 -0.464
C -0.387 -6.941 -0.131
C 0.902 -6.723 0.268
Cl 1.919 -8.102 0.669
C 1.417 -5.408 0.356
C 2.739 -5.102 0.745
C 3.148 -3.801 0.785
C 2.229 -2.791 0.454
N 0.990 -3.033 0.110
C 0.567 -4.317 0.031
C -0.825 -4.515 -0.426
O -1.564 -3.558 -0.740
H -0.770 -7.952 -0.195
H 3.416 -5.909 0.994
H 4.162 -3.538 1.060
H 2.537 -1.752 0.461
O 2.634 -1.509 -2.196
N 3.421 -0.643 -2.624
N 2.927 0.562 -2.695
O 1.713 0.881 -2.324
C 3.782 1.582 -3.182
C 3.281 2.877 -3.231
C 4.084 3.910 -3.694
C 5.384 3.666 -4.111
C 5.876 2.365 -4.061
C 5.089 1.323 -3.602
H 2.267 3.040 -2.898
H 3.683 4.916 -3.725
H 6.009 4.475 -4.470
H 6.889 2.157 -4.384
H 5.467 0.313 -3.562
C -1.941 -1.157 1.590
C -1.037 -0.857 2.732
O -1.270 -1.000 3.904
H -2.864 -1.590 1.965
H -1.461 -1.857 0.899
H -2.126 -0.242 1.017
C -3.555 1.940 -3.338
C -3.317 0.455 -3.263
O -2.524 -0.078 -4.013
C -4.052 -0.348 -2.231
C -5.141 0.167 -1.530
C -5.779 -0.597 -0.566
C -5.321 -1.878 -0.280
C -4.231 -2.397 -0.964
C -3.611 -1.637 -1.944
H -3.084 2.322 -4.241
H -3.086 2.411 -2.464
H -4.617 2.192 -3.339
H -5.487 1.173 -1.720
H -6.618 -0.182 -0.020
H -5.805 -2.463 0.494
H -3.815 -3.367 -0.726
H -2.753 -2.038 -2.464
```

Energy above the lowest of the compared OMol25 structures with the same formula, charge and spin (kcal per mole): 3.8
HOMO energy (eV): -2.12
Net charge: -2

Results of the Mulliken charge analysis, in e, for atoms 1 through 2: 1.412, -1.130

***

The following is a DFT calculation (wB97M-V/def2-TZVPD) of a molecular structure, C33H44Cl2N7O8P2Tl.

Geometry as XYZ:
```
97
C33H44Cl2N7O8P2Tl (wB97M-V/def2-TZVPD)
Tl 0.577 0.242 -0.610
C -4.474 4.141 -0.766
N -3.909 3.659 0.481
C -3.988 4.578 1.596
P -2.792 2.424 0.484
O -2.743 1.793 -0.842
O -3.357 1.440 1.641
P -2.976 -0.155 1.579
O -1.522 -0.339 1.585
N -3.835 -0.669 2.928
C -3.333 -0.095 4.183
C -3.915 -2.143 3.037
N -3.792 -0.802 0.309
C -3.018 -1.258 -0.856
C -5.103 -0.250 -0.012
N -1.401 3.022 1.125
C -0.695 2.471 2.287
C -0.491 3.612 0.126
H -4.083 5.134 -1.018
H -5.565 4.217 -0.696
H -4.222 3.454 -1.570
H -3.572 5.560 1.335
H -3.429 4.192 2.447
H -5.029 4.721 1.906
H -3.386 0.993 4.144
H -2.301 -0.396 4.396
H -3.971 -0.436 5.000
H -4.363 -2.554 2.136
H -4.558 -2.379 3.888
H -2.936 -2.608 3.192
H -2.060 -1.675 -0.547
H -2.835 -0.437 -1.556
H -3.587 -2.047 -1.355
H -5.686 -0.105 0.898
H -5.628 -0.961 -0.655
H -5.026 0.706 -0.542
H -1.345 1.827 2.866
H -0.367 3.298 2.925
H 0.178 1.892 1.979
H -1.039 3.914 -0.767
H 0.272 2.897 -0.188
H -0.004 4.492 0.555
Cl 1.827 5.449 -3.220
C 1.345 4.011 -4.098
C 1.316 4.068 -5.488
C 0.925 2.985 -6.233
Cl 0.904 3.115 -7.991
C 0.528 1.786 -5.599
C 0.070 0.635 -6.280
C -0.320 -0.469 -5.574
C -0.243 -0.441 -4.169
N 0.189 0.609 -3.514
C 0.571 1.719 -4.180
C 0.997 2.859 -3.338
O 1.027 2.793 -2.094
H 1.607 4.986 -5.983
H 0.035 0.643 -7.361
H -0.680 -1.357 -6.081
H -0.518 -1.306 -3.567
O 1.883 1.237 1.697
N 3.126 1.162 1.834
N 3.700 0.348 1.005
O 3.075 -0.340 0.092
C 5.115 0.186 1.125
C 5.872 0.849 2.091
C 7.239 0.635 2.150
C 7.866 -0.233 1.261
C 7.101 -0.888 0.307
C 5.728 -0.683 0.234
H 5.378 1.521 2.777
H 7.823 1.151 2.903
H 8.935 -0.398 1.316
H 7.573 -1.571 -0.390
H 5.105 -1.181 -0.494
C 1.383 -1.695 3.159
C 0.837 -2.805 2.287
O -0.184 -3.386 2.582
H 2.395 -1.943 3.486
H 0.740 -1.554 4.027
H 1.436 -0.769 2.577
C -0.557 -4.839 -1.705
C 0.142 -3.787 -0.838
O -0.128 -2.585 -1.093
C 1.030 -4.194 0.164
C 1.665 -3.138 1.034
C 3.059 -3.559 1.461
C 3.367 -4.862 1.583
C 2.458 -5.906 1.155
C 1.378 -5.546 0.398
H -1.281 -4.326 -2.337
H -1.077 -5.582 -1.094
H 0.158 -5.365 -2.342
H 1.736 -2.199 0.473
H 3.792 -2.785 1.666
H 4.355 -5.146 1.936
H 2.717 -6.948 1.301
H 0.790 -6.331 -0.070
```

Energy above the lowest of the compared OMol25 structures with the same formula, charge and spin (kcal per mole): 14.6
HOMO energy (eV): -0.91
Net charge: -2

Results of the Mulliken charge analysis, in e, for atoms 1 through 2: 1.500, -0.989

***

Number 1: energy -110065.944 eV, HOMO-LUMO gap 6.252 eV. Number 2: energy -110065.476 eV, HOMO-LUMO gap 4.951 eV.